{
  "formula": "C28H31N2O6PdS2Sb",
  "method": "ωB97M-V/def2-TZVPD",
  "symbols": ["Pd", "O", "S", "O", "O", "C", "C", "C", "C", "C", "C", "S", "O", "O", "O", "H", "H", "H", "H", "N", "C", "C", "C", "C", "N", "H", "H", "H", "H", "H", "H", "H", "H", "H", "H", "H", "H", "C", "C", "C", "C", "C", "C", "Sb", "C", "C", "C", "C", "C", "C", "C", "C", "C", "C", "C", "C", "H", "H", "H", "H", "H", "H", "H", "H", "H", "H", "H", "H", "H", "H", "H"],
  "xyz": [[1.57846, 0.58267, -0.58814], [3.65760, -0.49510, 2.30025], [2.22540, -0.89079, 2.25845], [1.43527, 0.05426, 1.34077], [1.52871, -1.01869, 3.53766], [2.21207, -2.58241, 1.60503], [2.87066, -3.44285, 2.49647], [2.78352, -4.83892, 2.33163], [2.64337, -5.27620, 0.99868], [2.01623, -4.39335, 0.11506], [1.78030, -3.03299, 0.37092], [0.80561, -2.36719, -1.01212], [1.59599, -2.13837, -2.20004], [-0.29915, -3.30004, -1.04711], [0.26319, -0.97927, -0.52154], [3.60195, -2.95400, 3.14144], [2.89536, -5.43918, 3.26981], [2.82498, -6.27819, 0.64702], [1.69734, -4.67196, -0.85532], [1.37103, 1.23188, -2.52643], [2.30075, 0.62289, -3.51797], [3.72896, 0.99695, -3.24640], [4.45701, 0.30219, -2.04433], [4.63665, 0.96889, -0.70725], [3.35002, 1.66186, -0.25264], [0.41312, 0.93280, -2.68153], [1.28983, 2.25208, -2.57316], [2.03379, 0.98984, -4.56951], [2.15552, -0.47251, -3.54450], [3.86349, 2.11297, -3.25876], [4.27749, 0.72019, -4.17122], [5.43456, 0.07084, -2.45081], [3.98132, -0.70759, -1.89748], [5.42600, 1.68520, -0.79582], [5.04156, 0.20138, -0.01623], [3.37654, 2.61148, -0.64277], [3.42043, 1.64177, 0.78699], [-1.05342, 5.53218, -0.96076], [-1.92253, 4.64074, -1.58316], [-2.28800, 3.41929, -0.99981], [-1.74386, 3.04139, 0.25609], [-0.97781, 3.96668, 0.92952], [-0.61714, 5.18896, 0.33187], [-1.44922, 0.74977, 0.50766], [-3.26704, 0.10984, -0.53646], [-3.14782, 0.11264, -1.93946], [-4.05501, -0.49761, -2.78187], [-5.19686, -1.07004, -2.22681], [-5.35503, -1.08803, -0.80226], [-4.43040, -0.47196, 0.00625], [-2.23062, -0.10977, 2.40668], [-2.73587, 0.68694, 3.40888], [-3.44634, 0.12185, 4.49939], [-3.62609, -1.24819, 4.64141], [-3.10442, -2.06380, 3.61667], [-2.41245, -1.50154, 2.57781], [-0.69246, 6.42445, -1.46742], [-2.28611, 4.89473, -2.57297], [-3.08829, 2.81840, -1.46104], [-0.67946, 3.81170, 1.98369], [-0.01347, 5.87111, 0.89098], [-2.30033, 0.62703, -2.40513], [-3.70701, -0.59212, -3.85221], [-5.99336, -1.47912, -2.81362], [-6.19948, -1.53238, -0.34447], [-4.70198, -0.43720, 1.07884], [-2.57217, 1.79873, 3.34575], [-3.82995, 0.83646, 5.22571], [-4.24888, -1.55595, 5.49106], [-3.29916, -3.14865, 3.66937], [-2.00288, -2.21706, 1.80069]],
  "forces_ev_per_a": [[-0.4, 0.0, 0.1], [-1.8, -0.5, -0.2], [0.0, 1.5, 0.5], [1.3, -1.6, 3.4], [0.9, 0.2, -1.3], [0.9, 1.2, -0.2], [-0.5, -0.1, -0.7], [1.2, 0.6, 0.1], [-1.8, 0.6, 0.7], [1.1, 0.7, 0.1], [-0.2, -1.3, -0.1], [-2.3, 2.1, 1.9], [0.4, -0.6, 0.3], [0.6, 0.3, -0.6], [-0.4, -3.7, -1.4], [-0.9, -0.4, 1.0], [0.7, 0.1, -1.4], [-0.2, -0.3, 0.3], [0.1, -0.9, -0.7], [-0.8, 0.4, -1.4], [-1.0, 0.7, -1.5], [1.2, 0.7, -0.2], [-0.9, -1.3, -1.2], [-0.6, 0.0, -0.3], [2.7, 0.0, 1.1], [0.0, -0.3, -0.4], [0.6, -0.3, -0.3], [0.3, -0.4, 1.3], [0.0, 0.6, 0.4], [-0.3, -0.7, 0.4], [-0.2, -0.1, 0.5], [0.4, -0.1, 0.3], [0.2, 0.8, -0.1], [0.4, 0.8, 0.1], [-0.9, 0.6, 0.1], [0.0, -0.4, 0.7], [-0.3, 0.6, -0.9], [0.4, -1.0, 0.9], [-0.1, -0.2, -0.2], [-0.1, 0.2, 0.6], [-0.7, -1.2, -0.8], [0.6, 0.9, 0.7], [-0.7, -0.3, -0.5], [-1.2, 0.9, 0.6], [0.2, 0.1, -0.8], [0.7, 0.3, 0.8], [0.1, -0.4, -0.9], [0.2, 0.0, 1.5], [0.7, 0.9, -2.3], [0.5, 0.3, 1.0], [0.1, -0.4, 0.0], [-0.1, 1.2, 0.4], [0.6, 0.7, -0.3], [-0.2, 1.0, -0.6], [-0.8, -0.5, 1.4], [1.2, -0.8, -2.3], [-0.2, -0.1, 0.2], [-0.2, -0.1, 0.1], [0.8, 0.1, 0.0], [0.1, -0.2, -0.8], [0.3, 0.3, 0.3], [0.0, -0.4, 0.2], [-1.2, 0.2, 1.1], [-0.1, -0.4, -0.4], [-0.8, -0.3, 0.2], [0.8, -0.1, -0.6], [-0.4, -1.2, 0.2], [0.0, -0.3, 0.0], [0.5, -0.4, -0.5], [0.4, 0.6, -0.2], [-0.5, 1.0, 0.9]],
  "relative_energy_kj_mol": 66.7,
  "lumo_energy_ev": [0.06, -2.47],
  "multiplicity": 3
}

{
  "formula": "C30H60Cl6F6O27P",
  "method": "ωB97M-V/def2-TZVPD",
  "symbols": ["P", "F", "F", "F", "F", "F", "F", "C", "O", "C", "O", "O", "C", "H", "H", "H", "H", "H", "H", "C", "O", "C", "O", "O", "C", "H", "H", "H", "H", "H", "H", "C", "O", "C", "O", "O", "C", "H", "H", "H", "H", "H", "H", "C", "O", "C", "O", "O", "C", "H", "H", "H", "H", "H", "H", "C", "O", "C", "O", "O", "C", "H", "H", "H", "H", "H", "H", "C", "O", "C", "O", "O", "C", "H", "H", "H", "H", "H", "H", "C", "O", "C", "O", "O", "C", "H", "H", "H", "H", "H", "H", "C", "O", "C", "O", "O", "C", "H", "H", "H", "H", "H", "H", "C", "O", "C", "O", "O", "C", "H", "H", "H", "H", "H", "H", "C", "Cl", "Cl", "H", "H", "C", "Cl", "Cl", "H", "H", "C", "Cl", "Cl", "H", "H"],
  "xyz": [[15.75678, 30.12302, -20.10304], [16.39915, 31.06348, -18.93997], [17.23966, 29.53829, -20.36851], [15.48338, 28.99578, -18.98850], [15.17731, 29.18664, -21.29090], [14.20866, 30.68562, -19.79696], [16.03131, 31.32292, -21.20091], [22.45959, 27.33740, -25.40985], [21.29484, 28.10779, -25.38048], [21.01615, 28.70484, -24.21018], [21.94183, 29.02264, -23.41319], [19.71008, 28.78631, -24.12797], [19.14883, 29.14422, -22.87600], [23.28653, 28.04561, -25.35759], [22.39848, 26.72274, -26.30794], [22.54662, 26.68506, -24.54096], [19.41023, 28.32943, -22.20081], [18.06274, 29.22931, -22.84049], [19.54942, 30.06643, -22.45511], [19.89190, 30.05194, -19.23034], [20.43041, 28.68578, -18.98915], [20.86323, 28.41492, -17.72023], [21.00575, 29.26769, -16.84383], [21.12427, 27.13363, -17.54137], [21.59884, 26.77000, -16.27094], [20.66425, 30.72319, -18.85484], [18.94620, 30.23930, -18.72178], [19.69769, 30.17092, -20.29629], [20.84196, 27.03123, -15.53135], [22.56997, 27.24514, -16.13211], [21.69422, 25.68451, -16.24424], [10.07917, 29.78039, -24.51020], [10.62069, 29.28164, -23.31315], [10.08858, 28.30756, -22.55514], [9.05804, 27.63696, -22.79127], [10.84676, 28.04278, -21.43049], [12.02707, 28.70143, -21.02064], [10.48042, 30.77255, -24.71692], [9.02268, 29.89303, -24.26684], [10.33913, 29.05661, -25.28265], [11.91985, 29.77057, -20.83743], [12.80454, 28.58676, -21.77594], [12.43768, 28.21390, -20.13643], [19.48773, 22.18094, -21.31421], [18.73956, 23.33126, -21.61349], [18.74845, 24.34509, -20.82755], [19.50975, 24.50057, -19.85626], [17.87519, 25.25352, -21.34806], [17.67944, 26.47196, -20.59860], [20.55016, 22.33658, -21.50155], [19.24527, 21.24041, -21.80889], [19.36402, 21.89481, -20.26974], [17.00553, 27.14824, -21.12452], [18.64369, 26.94100, -20.40288], [17.13306, 26.44155, -19.65592], [22.08463, 32.96340, -17.41811], [20.72248, 33.39720, -17.53984], [20.39703, 34.49866, -18.33093], [21.17145, 35.27454, -18.81238], [19.06792, 34.67251, -18.44951], [18.09499, 33.76506, -17.88041], [22.69480, 33.19587, -18.29089], [22.01467, 31.89231, -17.22847], [22.58791, 33.50104, -16.61452], [18.24989, 33.72695, -16.80215], [18.23901, 32.77342, -18.30938], [17.05826, 34.04785, -18.06301], [17.35861, 32.12123, -11.19421], [17.20470, 31.26419, -12.37362], [17.65456, 31.66500, -13.52744], [18.06704, 32.80492, -13.79420], [17.50020, 30.62609, -14.35268], [17.97325, 30.60960, -15.67730], [18.39199, 32.46496, -11.14861], [17.05227, 31.55887, -10.31216], [16.65212, 32.94195, -11.31829], [18.43885, 29.64176, -15.86338], [18.71731, 31.38505, -15.85941], [17.11107, 30.69592, -16.33856], [13.45263, 32.54493, -22.24846], [14.04265, 33.61015, -23.00275], [14.02607, 33.61693, -24.37017], [13.27212, 32.90951, -25.03203], [15.02384, 34.43874, -24.79274], [15.12849, 34.84431, -26.07617], [13.55367, 31.59859, -22.77981], [12.38780, 32.76613, -22.17567], [13.88291, 32.42102, -21.25468], [14.50797, 35.69410, -26.36065], [15.01057, 34.03582, -26.79765], [16.14408, 35.16743, -26.30475], [14.23219, 33.96407, -18.63655], [13.65387, 34.25262, -17.38939], [14.39271, 34.80427, -16.41147], [15.60790, 35.09731, -16.50998], [13.64562, 35.04750, -15.37022], [12.23692, 35.05183, -15.29607], [15.20987, 33.49367, -18.53181], [14.30114, 34.93458, -19.12794], [13.60699, 33.26031, -19.18605], [11.73688, 34.23550, -15.81728], [11.77023, 35.98966, -15.59734], [11.93034, 34.86779, -14.26639], [20.04925, 31.36483, -27.41022], [19.03790, 31.46650, -26.49411], [19.05438, 32.25326, -25.47188], [19.99038, 32.93376, -25.07606], [17.84698, 32.13719, -24.88415], [17.58293, 32.70432, -23.58860], [20.62485, 32.29012, -27.43507], [19.65136, 31.17356, -28.40681], [20.84831, 30.67183, -27.14689], [16.49863, 32.70184, -23.47727], [17.99089, 33.71249, -23.51610], [18.00505, 32.03017, -22.84333], [14.02152, 30.47011, -16.46698], [14.37621, 31.28172, -14.92068], [12.65226, 29.37790, -16.39385], [13.86211, 31.28399, -17.17428], [14.93883, 29.91508, -16.66342], [14.37085, 29.72698, -24.59893], [13.06052, 29.07932, -25.63690], [15.97026, 28.98268, -24.86517], [14.29562, 30.80119, -24.76777], [14.05432, 29.51896, -23.57685], [14.00014, 25.48947, -19.12301], [14.93072, 24.01324, -18.83065], [13.71674, 25.57390, -20.84308], [13.03755, 25.24383, -18.67450], [14.41855, 26.43860, -18.78806]],
  "forces_ev_per_a": [[-0.1, 0.7, -0.2], [-0.6, 0.3, -0.1], [-0.1, -0.2, -0.2], [0.0, -0.5, -0.1], [-0.1, 0.1, 0.3], [1.2, 0.1, -0.4], [-0.4, -0.6, 0.7], [0.9, 0.2, 0.2], [-1.6, 0.1, -0.1], [3.6, 0.1, 1.6], [-3.6, -0.8, -1.9], [-0.5, 0.7, -0.2], [0.3, -0.2, 1.7], [0.4, -0.5, -0.4], [0.3, 0.3, 0.0], [-0.2, 0.0, 0.1], [0.0, 0.1, 0.3], [0.1, -0.1, -1.0], [0.3, 0.0, -0.4], [0.9, -0.5, 0.7], [-0.4, -0.3, 0.9], [-0.3, 2.4, 0.2], [-0.3, -1.0, -1.2], [-0.5, -0.2, -1.7], [0.0, -0.2, 0.5], [-0.3, 0.3, -0.3], [0.2, -0.4, 0.2], [0.4, -0.4, 0.2], [0.4, 0.3, 0.2], [-0.2, 0.0, 0.5], [0.1, 0.1, -0.4], [-1.2, -0.5, 0.3], [1.5, -0.3, 2.2], [-1.4, -1.7, 0.0], [3.2, 2.4, 0.6], [-2.0, -0.2, -1.1], [1.1, 0.6, -0.9], [0.4, -0.3, 0.2], [-0.3, -0.2, -0.9], [-0.6, 0.3, -0.3], [-0.4, -0.1, 0.1], [0.0, 0.0, -0.1], [-0.6, 0.0, 0.0], [1.3, -0.8, 1.4], [-1.0, -2.3, -2.2], [1.6, 2.9, 2.6], [-2.1, -0.3, -2.0], [0.1, -0.4, 1.2], [0.1, 0.8, 0.2], [0.0, 0.3, 0.1], [-0.9, 0.7, -0.9], [0.1, 0.5, 0.2], [0.5, -0.3, -0.9], [-0.1, 0.0, -0.1], [0.3, -1.2, 0.3], [0.1, 0.6, -0.2], [-0.8, 1.0, -1.1], [-0.4, -0.8, 1.2], [0.2, -0.5, 0.0], [0.1, 0.1, -0.2], [0.8, -0.9, 0.5], [-0.4, -0.2, -0.3], [0.2, 0.1, 0.1], [-0.2, -0.2, 0.3], [-0.1, -0.1, 0.0], [0.1, 0.0, 0.1], [0.6, 0.7, -0.3], [-0.4, 0.0, -1.4], [-0.3, -0.5, 2.5], [0.7, 2.5, -1.9], [-0.6, -2.6, 0.4], [0.1, -0.1, 1.0], [0.2, 0.2, -0.7], [-0.2, 0.1, 0.1], [0.2, -0.3, -0.3], [0.3, 0.2, 0.1], [0.0, 0.0, 0.2], [-0.2, 0.1, 0.0], [0.1, 0.3, -0.2], [-1.1, -0.4, -0.8], [1.3, 0.8, -1.0], [-0.7, -1.6, 0.7], [1.5, 1.6, 0.6], [-1.2, -0.9, 3.2], [0.6, 0.3, -3.4], [0.1, 0.1, 0.0], [-0.1, -0.1, 0.2], [0.3, 0.6, -0.5], [-0.5, -0.1, 0.3], [-0.6, -0.2, 0.1], [0.2, 0.1, 0.7], [0.8, 0.3, -0.5], [-0.6, -0.5, 1.2], [2.9, 0.6, -2.1], [-3.9, -1.0, 0.6], [0.4, 0.7, 1.7], [-1.2, -0.8, 0.1], [0.0, 0.2, 0.0], [0.3, -0.3, -0.6], [-0.3, 0.3, 0.3], [0.5, 0.0, -0.5], [0.5, 0.1, -0.2], [0.6, 0.3, 0.2], [2.4, 1.1, -0.9], [-1.8, -1.6, -0.7], [0.7, 1.5, 2.6], [-1.1, -0.7, -0.6], [0.1, 0.0, -0.5], [0.4, -0.2, -0.2], [-0.2, 0.4, -0.2], [-0.1, -0.2, 0.3], [-0.5, -0.7, 0.2], [0.2, 0.1, -0.1], [0.0, -0.1, 0.1], [0.1, 0.3, 0.1], [0.9, 0.5, 0.2], [-0.3, 0.1, 0.3], [-0.1, 0.0, 0.0], [-0.1, -0.5, -0.1], [-0.4, 0.0, -0.4], [-0.6, -0.1, 0.4], [0.5, -0.2, -0.1], [-0.7, 0.5, -0.1], [0.8, -0.2, -0.2], [0.3, -0.1, -0.1], [-1.0, -0.7, -0.1], [0.7, 0.1, 0.5], [-0.1, 0.4, -0.8], [0.2, 0.6, 0.1], [0.3, -0.4, 0.2]],
  "relative_energy_kj_mol": 281.8,
  "charge": -1,
  "lumo_energy_ev": 2.12
}